{"formula": "C11H14N", "method": "ωB97M-V/def2-TZVPD", "total_charge": 1, "total_energy_ev": -13108.28814, "relative_energy_ev": 9.429, "lumo_energy_ev": -3.730, "homo_ev": -12.06, "species": ["C", "C", "C", "C", "C", "C", "C", "C", "C", "C", "C", "N", "H", "H", "H", "H", "H", "H", "H", "H", "H", "H", "H", "H", "H", "H"], "xyz": [[-1.373, -0.899, -0.028], [1.916, 0.692, -0.765], [-2.712, -0.052, -0.020], [2.627, -0.061, 0.056], [-0.733, -0.867, -1.387], [-3.729, -0.060, 1.037], [1.537, -0.041, 1.057], [-1.799, 1.093, -0.415], [-4.260, -0.402, -0.271], [-0.564, 0.308, -0.407], [3.990, -0.584, 0.081], [0.731, 0.766, 0.134], [-1.263, -1.678, 0.696], [1.992, 1.188, -1.788], [0.220, -1.322, -1.573], [-1.421, -0.661, -2.174], [-3.632, -0.838, 1.832], [-4.132, 0.998, 1.331], [0.977, -0.886, 1.376], [1.897, 0.411, 1.910], [-2.005, 1.375, -1.522], [-1.809, 2.073, 0.140], [4.167, -0.958, 1.091], [4.860, 0.070, -0.304], [3.988, -1.375, -0.643], [0.532, 1.710, 0.557]]}

{"formula": "C11H14N2", "method": "ωB97M-V/def2-TZVPD", "total_energy_ev": -14610.32802, "smiles": "c1ccc(N2[C@H]3CC[C@@H]2CC3)nc1", "relative_energy_ev": 4.092, "lumo_energy_ev": 0.872, "homo_ev": -7.84, "species": ["C", "C", "C", "C", "N", "C", "C", "C", "C", "C", "C", "N", "C", "H", "H", "H", "H", "H", "H", "H", "H", "H", "H", "H", "H", "H", "H"], "xyz": [[-3.588, -0.219, -0.009], [-3.080, 1.112, -0.022], [-1.678, 1.369, -0.113], [-0.898, 0.205, -0.428], [0.498, 0.213, -0.543], [1.389, 1.147, 0.171], [2.749, 0.847, -0.752], [2.642, -0.784, -1.016], [1.414, -1.012, -0.239], [1.540, -1.015, 1.262], [1.631, 0.591, 1.543], [-1.322, -1.056, -0.263], [-2.646, -1.371, 0.062], [-4.512, -0.451, 0.170], [-3.910, 1.845, 0.069], [-1.023, 2.214, -0.092], [1.179, 2.258, -0.172], [2.606, 1.452, -1.709], [3.620, 1.125, -0.044], [3.366, -1.199, -0.302], [2.861, -1.187, -2.137], [0.842, -1.976, -0.541], [0.770, -1.527, 1.597], [2.539, -1.310, 1.654], [0.994, 0.888, 2.400], [2.616, 0.842, 1.832], [-3.033, -2.288, 0.163]]}

{"formula": "C11H14N2", "method": "ωB97M-V/def2-TZVPD", "total_energy_ev": -14610.26440, "relative_energy_ev": 4.156, "lumo_energy_ev": [0.238, -0.125], "homo_ev": [-6.63, -6.39], "species": ["C", "C", "C", "C", "C", "C", "C", "C", "C", "C", "C", "N", "N", "H", "H", "H", "H", "H", "H", "H", "H", "H", "H", "H", "H", "H", "H"], "xyz": [[-0.605, -1.406, 2.124], [1.801, -1.041, -0.682], [1.532, 1.128, -0.893], [0.746, -0.760, 0.174], [0.452, 0.706, -0.021], [0.006, 1.699, 1.001], [0.219, -1.728, 1.048], [-0.937, 1.289, -0.221], [0.692, -3.185, 0.941], [-2.162, 0.456, 0.106], [-1.012, 2.219, -1.396], [-1.413, -1.283, 2.904], [2.186, 0.079, -1.356], [2.230, -2.010, -0.967], [1.628, 2.119, -1.402], [-0.384, 1.374, 2.050], [0.427, 2.704, 0.845], [0.276, -3.763, 1.754], [1.748, -3.193, 0.941], [0.248, -3.483, -0.032], [-3.074, 0.923, -0.329], [-2.335, 0.412, 1.110], [-2.181, -0.436, -0.427], [-0.605, 1.697, -2.255], [-0.447, 3.100, -1.278], [-1.979, 2.385, -1.705], [2.944, -0.003, -2.033]]}

{"formula": "C11H14N2O", "method": "ωB97M-V/def2-TZVPD", "multiplicity": 2, "total_charge": -1, "total_energy_ev": -16661.12228, "relative_energy_ev": 0.712, "lumo_energy_ev": [3.431, 3.388], "homo_ev": [0.51, -3.00], "species": ["C", "C", "C", "C", "C", "C", "C", "C", "C", "N", "H", "H", "H", "H", "H", "H", "H", "H", "H", "C", "C", "O", "N", "H", "H", "H", "H", "H"], "xyz": [[-0.048, 0.604, 2.195], [0.862, 0.677, -0.230], [0.933, 0.996, 1.148], [2.005, 1.335, -0.846], [2.123, 1.680, 1.379], [-0.004, 0.010, -1.129], [0.226, 0.002, -2.511], [1.342, 0.594, -3.053], [2.286, 1.253, -2.218], [2.825, 1.764, 0.180], [-0.823, -0.512, -0.634], [-0.437, -0.626, -3.106], [1.514, 0.546, -4.118], [0.101, -0.363, 2.667], [-1.111, 0.736, 1.939], [2.416, 2.143, 2.314], [3.708, 2.195, 0.024], [3.183, 1.713, -2.579], [0.003, 1.281, 3.062], [-2.690, -2.577, -0.311], [-2.887, -1.863, 1.010], [-3.878, -1.321, 1.445], [-1.773, -1.977, 1.840], [-2.468, -3.629, -0.170], [-1.965, -2.217, -1.040], [-1.822, -1.611, 2.774], [-0.837, -1.872, 1.465], [-3.622, -2.493, -0.879]]}

{"formula": "C11H14N2O", "method": "ωB97M-V/def2-TZVPD", "total_energy_ev": -16661.20359, "smiles": "Cc1ccc(O)cc1.Cc1c[nH]cn1", "relative_energy_ev": 1.709, "lumo_energy_ev": 0.851, "homo_ev": -8.29, "species": ["C", "C", "C", "C", "C", "O", "C", "C", "H", "H", "H", "H", "H", "H", "H", "H", "C", "C", "C", "N", "C", "N", "H", "H", "H", "H", "H", "H"], "xyz": [[-2.976, 2.866, -2.536], [-2.510, 2.076, -1.354], [-1.781, 0.888, -1.444], [-1.349, 0.251, -0.291], [-1.564, 0.742, 0.974], [-1.318, -0.049, 2.054], [-2.191, 1.991, 1.085], [-2.683, 2.572, -0.062], [-2.655, 2.393, -3.463], [-2.588, 3.882, -2.541], [-4.061, 2.864, -2.583], [-1.524, 0.603, -2.458], [-0.845, -0.686, -0.508], [-1.524, 0.440, 2.863], [-2.349, 2.473, 2.045], [-3.280, 3.474, 0.049], [1.338, -3.124, 0.251], [2.643, -2.557, 0.658], [3.579, -1.936, -0.106], [4.441, -1.340, 0.798], [4.007, -1.651, 2.033], [2.920, -2.362, 1.987], [0.651, -2.591, -0.374], [0.763, -3.479, 1.105], [1.392, -4.030, -0.382], [3.649, -1.586, -1.124], [5.202, -0.765, 0.480], [4.615, -1.357, 2.843]]}

{"formula": "C11H14N2O", "method": "ωB97M-V/def2-TZVPD", "total_energy_ev": -16661.51247, "smiles": "Cc1c[nH]c2ccccc12.CC(N)=O", "relative_energy_ev": 1.400, "lumo_energy_ev": 0.598, "homo_ev": -7.87, "species": ["C", "C", "C", "N", "C", "C", "C", "C", "C", "C", "H", "H", "H", "H", "H", "H", "H", "H", "H", "C", "C", "N", "O", "H", "H", "H", "H", "H"], "xyz": [[0.593, -3.653, 0.294], [0.177, -2.308, -0.087], [-1.052, -1.721, 0.226], [-1.200, -0.598, -0.551], [-0.028, -0.410, -1.243], [0.237, 0.681, -2.133], [1.451, 0.565, -2.795], [2.317, -0.539, -2.679], [2.043, -1.571, -1.800], [0.885, -1.483, -1.004], [1.412, -4.204, -0.073], [-0.301, -4.374, 0.144], [0.734, -3.645, 1.448], [-1.657, -2.094, 1.059], [-2.048, -0.113, -0.786], [-0.558, 1.370, -2.363], [1.868, 1.369, -3.396], [3.227, -0.497, -3.247], [2.777, -2.350, -1.709], [-1.068, 3.739, 1.695], [-1.236, 2.594, 2.627], [-0.682, 1.362, 2.332], [-1.862, 2.617, 3.678], [-0.883, 4.603, 2.386], [-2.008, 3.903, 1.153], [-0.289, 3.611, 0.964], [-1.072, 0.567, 2.792], [0.015, 1.228, 1.619]]}